# 1
Computed, not measured: a molecular structure, C47H115F6N13O16S2 in a non-equilibrium geometry, with ωB97M-V/def2-TZVPD.

Output
E_HOMO = -8.740 eV
lowest unoccupied orbital energy = -1.990 eV

Positions of all 199 atoms, in Å:
C 3.21 1.64 -3.37
C 3.08 2.97 -2.64
C 1.63 3.55 -2.64
C 1.43 4.62 -1.62
C 1.61 4.07 -0.23
C 3.09 3.60 0.04
N 3.67 2.76 -1.27
O 4.48 2.07 -1.04
C 3.33 2.63 1.23
C 3.97 4.85 0.25
C 4.06 4.08 -3.24
H 2.53 0.96 -2.92
H 4.20 1.21 -3.32
H 2.86 1.79 -4.39
H 0.94 2.75 -2.30
H 1.36 3.76 -3.68
H 0.43 4.99 -1.64
H 2.19 5.37 -1.86
H 0.95 3.29 -0.08
H 1.42 4.84 0.53
H 4.30 2.91 1.62
H 3.26 1.57 0.96
H 2.64 2.93 2.01
H 5.04 4.57 0.11
H 3.82 5.22 1.29
H 3.71 5.71 -0.44
H 4.23 4.83 -2.44
H 3.61 4.49 -4.14
H 5.03 3.58 -3.47
C -1.96 0.46 2.62
F -2.91 -0.02 1.87
F -2.54 1.33 3.41
F -1.39 -0.52 3.32
S -0.62 1.27 1.43
O -1.27 2.38 0.85
O 0.54 1.51 2.17
N -0.50 0.02 0.38
S 0.43 0.05 -0.77
O 1.37 1.07 -0.59
O 0.85 -1.23 -1.20
C -0.70 0.50 -2.21
F -0.05 0.65 -3.37
F -1.64 -0.40 -2.35
F -1.29 1.70 -1.91
O -5.53 -3.19 3.67
C -5.09 -2.09 3.93
N -5.36 -0.96 3.25
C -4.14 -1.82 5.05
H -5.92 -1.05 2.43
H -5.02 -0.08 3.59
H -3.13 -1.90 4.76
H -4.42 -2.44 5.87
H -4.25 -0.83 5.53
O -3.32 -5.15 -0.63
C -3.31 -4.14 0.04
N -2.64 -3.02 -0.32
C -4.05 -4.10 1.30
H -2.63 -2.11 0.12
H -2.16 -3.05 -1.21
H -4.84 -4.86 1.43
H -4.41 -3.10 1.51
H -3.40 -4.30 2.13
O -4.96 2.65 4.72
C -5.43 3.23 5.69
N -6.71 3.29 6.12
C -4.43 4.03 6.59
H -7.42 2.70 5.67
H -7.10 3.83 6.86
H -3.73 3.24 6.89
H -4.83 4.53 7.50
H -3.87 4.79 6.02
O -5.26 1.87 -2.40
C -4.79 1.67 -1.27
N -4.29 0.47 -0.90
C -4.75 2.79 -0.26
H -4.11 -0.09 -1.70
H -3.57 0.46 -0.20
H -5.15 2.43 0.67
H -5.44 3.59 -0.56
H -3.76 3.24 -0.09
C 3.26 -7.57 2.90
C 2.50 -6.27 3.17
C 1.47 -5.80 2.19
O 1.01 -4.55 2.66
C 0.10 -3.97 1.79
N 1.80 -6.41 4.46
H 4.12 -7.65 3.59
H 3.76 -7.63 1.90
H 2.66 -8.48 3.11
H 3.23 -5.49 3.21
H 0.63 -6.47 2.15
H 1.97 -5.74 1.20
H -0.67 -4.66 1.49
H 0.64 -3.60 0.87
H -0.26 -3.10 2.40
H 1.17 -7.16 4.38
H 1.29 -5.56 4.70
C 2.08 3.96 -7.47
C 1.14 2.80 -7.91
C -0.26 2.96 -7.24
O -0.10 3.14 -5.83
C -1.32 3.29 -5.17
N 0.80 2.66 -9.32
H 2.18 3.78 -6.36
H 1.45 4.85 -7.54
H 3.02 4.04 -8.01
H 1.48 1.85 -7.54
H -0.81 2.07 -7.52
H -0.79 3.86 -7.61
H -1.07 3.57 -4.15
H -1.84 2.37 -5.06
H -1.95 4.08 -5.60
H 0.55 3.60 -9.68
H 1.57 2.33 -9.85
C -1.58 5.48 1.54
C -2.74 6.49 2.01
C -2.78 7.74 1.11
O -1.54 8.40 1.02
C -1.71 9.60 0.31
N -4.02 5.84 1.92
H -1.70 4.43 1.80
H -0.71 5.94 2.04
H -1.47 5.54 0.48
H -2.49 6.79 3.00
H -3.51 8.47 1.54
H -3.23 7.49 0.12
H -2.07 9.47 -0.75
H -0.76 10.08 0.12
H -2.44 10.27 0.84
H -4.01 4.90 2.27
H -4.72 6.35 2.45
C 3.89 -3.39 0.76
C 4.41 -2.00 0.36
C 4.17 -1.60 -1.11
O 4.99 -2.49 -1.92
C 4.43 -2.66 -3.21
N 3.82 -0.92 1.19
H 3.84 -3.55 1.83
H 4.49 -4.26 0.46
H 2.88 -3.49 0.50
H 5.47 -1.87 0.55
H 4.37 -0.52 -1.17
H 3.12 -1.75 -1.29
H 4.44 -1.71 -3.71
H 3.40 -3.05 -3.14
H 5.12 -3.33 -3.76
H 4.22 -0.98 2.14
H 2.85 -0.97 1.30
C 0.44 -7.93 -3.60
C 1.78 -7.72 -2.93
C 1.62 -6.62 -1.90
O 0.99 -5.54 -2.57
C 0.36 -4.62 -1.77
N 2.25 -8.95 -2.24
H 0.00 -7.16 -4.25
H -0.24 -8.11 -2.76
H 0.42 -8.86 -4.16
H 2.59 -7.36 -3.57
H 2.57 -6.35 -1.41
H 0.89 -7.00 -1.16
H -0.43 -4.12 -2.40
H 0.97 -3.76 -1.44
H -0.23 -5.13 -0.99
H 1.60 -9.31 -1.54
H 2.39 -9.69 -2.87
C -0.39 3.70 9.75
C -1.31 2.51 9.95
C -1.06 1.46 8.91
O -1.18 2.03 7.58
C -0.55 1.27 6.54
N -1.31 1.76 11.21
H -0.44 4.30 10.63
H -0.60 4.33 8.87
H 0.65 3.40 9.72
H -2.33 2.90 9.92
H -1.66 0.58 9.06
H -0.04 1.14 9.12
H 0.55 1.36 6.72
H -0.81 1.79 5.60
H -0.87 0.21 6.69
H -0.37 1.41 11.36
H -1.43 2.49 11.91
C 2.51 -5.40 -6.28
C 1.09 -5.13 -6.77
C 0.34 -4.12 -5.89
O 0.90 -2.81 -6.06
C 0.84 -2.01 -4.86
N 0.98 -4.66 -8.15
H 2.48 -5.86 -5.28
H 3.02 -4.45 -6.11
H 3.06 -5.89 -7.04
H 0.49 -6.05 -6.59
H 0.50 -4.51 -4.88
H -0.73 -4.17 -6.16
H 0.96 -2.54 -3.90
H -0.10 -1.42 -4.82
H 1.64 -1.24 -4.85
H 1.51 -5.20 -8.83
H 1.31 -3.70 -8.18

Atom charges from the Mulliken analysis, given in e for atoms 1 to 2: C -1.34; C 0.88


# 2
Computed, not measured: a single C9H15N3O2Si molecule in a non-equilibrium geometry, with ωB97M-V/def2-TZVPD.

Output
SMILES = C[Si](C)(C)N1C(=O)CC[C@@H]1c1nnco1
E_HOMO = -9.522 eV
relative energy (zero: lowest compared OMol25 entry of this formula, charge and spin) = 30.87 kcal per mole
lowest unoccupied orbital energy = 0.602 eV

Positions of all 30 atoms, in Å:
C 1.08 1.36 -1.93
Si 1.48 0.66 -0.20
C 3.21 -0.11 -0.07
C 1.23 2.00 1.13
N 0.34 -0.63 0.14
C 0.29 -1.79 -0.53
O 1.07 -2.07 -1.42
C -0.85 -2.67 -0.04
C -1.29 -2.08 1.30
C -1.02 -0.59 1.18
C -2.02 0.14 0.40
N -2.93 -0.34 -0.38
N -3.58 0.70 -0.94
C -3.04 1.77 -0.47
O -2.04 1.50 0.40
H 0.25 2.05 -1.91
H 1.93 1.89 -2.35
H 0.83 0.55 -2.61
H 3.40 -0.48 0.93
H 3.30 -0.95 -0.75
H 3.99 0.60 -0.31
H 1.74 2.91 0.83
H 0.19 2.25 1.29
H 1.65 1.70 2.09
H -1.66 -2.59 -0.77
H -0.54 -3.71 0.02
H -2.34 -2.27 1.50
H -0.68 -2.49 2.11
H -0.70 -0.07 2.07
H -3.30 2.78 -0.69

Atom charges from the natural (NBO) analysis, given in e for atoms 1 to 2: C -1.11; Si 1.77


# 3
Computed, not measured: a gas-phase ion, CH4O2PS (charge -1) in a non-equilibrium geometry, with ωB97M-V/def2-TZVPD.

Output
SMILES = [O-]P(O)CS
E_HOMO (spin up / spin down) = -2.896 / -2.896 eV
relative energy (zero: lowest compared OMol25 entry of this formula, charge and spin) = 79.03 kcal per mole
charge = -1
lowest unoccupied orbital energy (spin up / spin down) = 3.396 / 3.396 eV

Positions of all 9 atoms, in Å:
O -0.04 2.37 -0.77
P 0.81 1.33 -0.06
O 1.39 0.35 -1.30
C -0.15 0.01 1.00
S -0.78 -1.95 0.07
H 1.08 -0.58 -1.09
H -1.11 0.29 1.34
H 0.50 -0.32 1.70
H -1.70 -1.50 -0.88

Atom charges from the natural (NBO) analysis, given in e for atoms 1 to 2: O -1.17; P 1.33


# 4
Computed, not measured: 3 unconnected molecules or ions with the total composition C4H13N2O4 in a non-equilibrium geometry, with ωB97M-V/def2-TZVPD.

Output
E_HOMO = -3.102 eV
relative energy (zero: lowest compared OMol25 entry of this formula, charge and spin) = 98.09 kcal per mole
charge = -1
lowest unoccupied orbital energy = 3.036 eV

Positions of all 23 atoms, in Å:
O 2.90 1.28 -0.62
C 1.90 0.70 -0.34
N 1.71 -0.08 0.74
C 0.97 0.47 -1.46
C 1.28 -0.73 -2.36
N -0.41 0.48 -0.98
C -1.16 -0.60 -0.25
O -0.77 -1.75 -0.62
H 2.33 -0.32 1.42
H 0.74 -0.45 1.05
H 1.14 1.42 -2.16
H 0.93 -1.70 -1.96
H 0.61 -0.46 -3.21
H 2.13 -0.77 -2.96
H -1.09 0.81 -1.65
H -1.15 -0.32 0.89
H -2.26 -0.30 -0.58
H -0.67 -1.49 2.93
H -0.44 -0.08 3.70
O -1.01 -0.52 3.11
H -2.13 1.14 2.34
H -2.68 1.62 1.01
O -2.88 1.66 1.99

Atom charges from the natural (NBO) analysis, given in e for atoms 1 to 2: O -0.64; C 0.67


# 5
Computed, not measured: a single C14H18FNOS molecule, with ωB97M-V/def2-TZVPD.

Output
SMILES = O=C(CSCc1ccc(F)cc1)NC1CCCC1
E_HOMO = -8.646 eV
relative energy (zero: lowest compared OMol25 entry of this formula, charge and spin) = 2.76 kcal per mole
lowest unoccupied orbital energy = 0.586 eV

Positions of all 36 atoms, in Å:
O -1.42 -1.14 -0.60
C -1.74 0.02 -0.42
C -2.89 0.38 0.52
S -2.42 1.58 1.80
C -1.63 0.48 3.03
C -0.30 -0.02 2.59
C 0.81 0.82 2.63
C 2.05 0.37 2.23
C 2.17 -0.93 1.77
F 3.38 -1.38 1.38
C 1.09 -1.79 1.71
C -0.15 -1.32 2.12
N -1.21 1.09 -1.03
C -0.10 1.09 -1.97
C -0.33 0.13 -3.16
C 1.00 -0.60 -3.34
C 1.51 -0.73 -1.91
C 1.23 0.65 -1.32
H -3.26 -0.52 1.00
H -3.69 0.85 -0.05
H -1.54 1.11 3.92
H -2.33 -0.33 3.23
H 0.69 1.83 2.98
H 2.92 1.01 2.26
H 1.21 -2.79 1.34
H -1.00 -1.98 2.07
H -1.52 1.99 -0.70
H -0.02 2.13 -2.32
H -1.10 -0.58 -2.89
H -0.64 0.66 -4.05
H 1.69 0.00 -3.93
H 0.87 -1.56 -3.83
H 2.57 -1.00 -1.85
H 0.92 -1.48 -1.38
H 1.14 0.63 -0.24
H 2.02 1.34 -1.60

Atom charges from the natural (NBO) analysis, given in e for atoms 1 to 2: O -0.64; C 0.67


# 6
Computed, not measured: a molecular structure, C3H7N3O2, with ωB97M-V/def2-TZVPD.

Output
E_HOMO = -7.472 eV
relative energy (zero: lowest compared OMol25 entry of this formula, charge and spin) = 128.48 kcal per mole
lowest unoccupied orbital energy = 0.726 eV

Positions of all 15 atoms, in Å:
C 1.13 0.77 -1.63
C -0.33 -0.14 1.13
C 0.85 -0.31 0.52
N -2.19 -0.56 -0.21
O -0.82 -0.48 2.36
O 2.15 -0.36 0.90
N -1.10 0.22 -0.01
N 0.45 -0.22 -0.81
H -1.49 0.16 2.62
H 2.20 -0.24 1.86
H -2.06 -1.56 -0.11
H -2.70 -0.30 -1.05
H 1.19 1.75 -1.16
H 2.14 0.42 -1.84
H 0.60 0.86 -2.58

Atom charges from the natural (NBO) analysis, given in e for atoms 1 to 2: C -0.45; C 0.21


# 7
Computed, not measured: a molecular structure, C25H47ClN2O4P2S2Si2 in a non-equilibrium geometry, with ωB97M-V/def2-TZVPD.

Output
E_HOMO = -7.934 eV
lowest unoccupied orbital energy = -0.043 eV

Positions of all 85 atoms, in Å:
C -1.69 0.18 4.61
C -1.99 1.61 4.16
C -0.71 2.36 3.68
C -1.04 3.27 2.48
N -0.12 4.40 2.30
C 0.97 4.11 1.36
C 2.11 3.27 1.99
C 2.89 2.62 0.78
C 2.84 1.08 0.79
Si 2.77 0.33 -0.96
O 1.77 -1.00 -0.93
Si 2.16 -2.53 -1.45
O 3.61 -2.78 -2.23
C 0.80 -3.22 -2.59
C -0.49 -2.37 -2.71
C -1.76 -3.25 -2.69
O -1.88 -4.11 -1.85
N -2.81 -3.11 -3.68
C -3.87 -2.21 -3.35
C -5.15 -2.45 -3.79
C -6.19 -1.59 -3.51
C -5.98 -0.44 -2.79
C -4.71 -0.19 -2.31
C -3.70 -1.06 -2.59
P 2.15 -3.91 0.32
C 3.89 -3.80 1.02
C 4.77 -5.01 0.63
C 1.06 -3.20 1.66
C -0.32 -2.72 1.17
P 4.90 0.24 -1.60
O 5.65 -1.06 -0.88
Cl 4.79 -0.11 -3.66
C -0.86 5.57 1.93
S -0.88 6.83 2.95
S -1.82 5.76 0.45
C -1.25 4.60 -0.85
C -1.98 3.23 -0.77
C -1.08 2.01 -1.04
H -1.51 -0.49 3.76
H -0.89 0.12 5.35
H -2.59 -0.20 5.11
H -2.65 1.54 3.28
H -2.50 2.22 4.92
H -0.19 2.87 4.49
H -0.05 1.56 3.30
H -1.14 2.63 1.59
H -2.03 3.70 2.67
H 1.43 5.02 0.98
H 0.56 3.47 0.57
H 2.77 3.88 2.61
H 1.71 2.44 2.58
H 2.50 3.05 -0.15
H 3.92 2.98 0.86
H 2.07 0.65 1.44
H 3.81 0.74 1.19
H 2.15 1.38 -1.80
H 3.66 -3.72 -2.47
H 1.24 -3.27 -3.60
H 0.60 -4.26 -2.29
H -0.48 -1.90 -3.71
H -0.58 -1.55 -1.99
H -2.41 -2.79 -4.56
H -5.38 -3.33 -4.39
H -7.19 -1.81 -3.87
H -6.82 0.23 -2.62
H -4.54 0.70 -1.71
H -2.70 -0.85 -2.22
H 4.31 -2.84 0.71
H 3.80 -3.76 2.11
H 4.71 -5.78 1.41
H 5.81 -4.66 0.59
H 4.53 -5.41 -0.36
H 1.61 -2.44 2.22
H 0.88 -4.03 2.36
H -0.27 -2.04 0.31
H -0.76 -2.15 1.99
H -1.01 -3.55 1.00
H 6.36 -0.66 -0.36
H -1.57 5.06 -1.79
H -0.17 4.50 -0.91
H -2.76 3.22 -1.54
H -2.52 3.11 0.18
H -0.78 1.93 -2.09
H -1.62 1.12 -0.72
H -0.15 2.01 -0.45

Atom charges from the Mulliken analysis, given in e for atoms 1 to 2: C -1.13; C -0.49


# 8
Computed, not measured: a molecular structure, C15H29NO12P3SY, with ωB97M-V/def2-TZVPD.

Output
E_HOMO (spin up / spin down) = -2.006 / -5.099 eV
spin multiplicity = 2
relative energy (zero: lowest compared OMol25 entry of this formula, charge and spin) = 0.00 kcal per mole
charge = -1
lowest unoccupied orbital energy (spin up / spin down) = 2.250 / 2.249 eV

Positions of all 62 atoms, in Å:
Y 0.43 0.45 -0.21
O 0.86 0.45 1.87
N 0.35 1.29 2.83
C 0.98 1.29 4.06
C 0.36 1.83 5.14
C -0.93 2.41 5.03
C -1.52 2.42 3.74
C -0.91 1.86 2.65
S -1.52 1.95 1.01
H 1.96 0.83 4.07
H 0.88 1.83 6.09
H -1.43 2.84 5.88
H -2.47 2.90 3.57
C -1.72 -2.51 -3.05
C -2.24 -2.07 -1.68
O -3.43 -2.76 -1.32
P -2.57 -0.28 -1.67
O -3.55 -0.14 -2.93
O -3.49 0.15 -0.48
O -1.32 0.53 -1.78
P -0.92 -2.46 -0.42
O -1.44 -1.52 0.80
O -0.89 -3.89 -0.11
O 0.30 -1.69 -0.91
H -2.49 -2.35 -3.81
H -1.48 -3.57 -3.00
H -0.83 -1.95 -3.33
H -4.07 -2.64 -2.03
H -4.04 0.69 -2.93
H -2.95 0.61 0.25
H -1.49 -1.96 1.66
C 2.61 1.81 -5.22
C 1.64 1.06 -4.31
C 2.18 -0.32 -3.95
C 0.27 0.94 -4.95
O 1.41 1.85 -3.12
P 2.46 2.04 -1.93
O 3.77 2.57 -2.34
O 2.41 0.76 -1.10
O 1.52 3.06 -1.08
C 2.06 4.08 -0.18
C 0.85 4.69 0.51
C 2.78 5.14 -1.00
C 2.98 3.43 0.84
H 2.75 1.25 -6.15
H 3.57 1.93 -4.72
H 2.21 2.79 -5.45
H 2.27 -0.92 -4.86
H 1.51 -0.84 -3.25
H 3.16 -0.26 -3.48
H 0.33 0.36 -5.87
H -0.12 1.94 -5.19
H -0.43 0.46 -4.27
H 0.15 5.08 -0.24
H 1.17 5.51 1.15
H 0.32 3.95 1.11
H 2.10 5.55 -1.75
H 3.65 4.73 -1.50
H 3.09 5.95 -0.34
H 2.45 2.66 1.40
H 3.33 4.19 1.55
H 3.85 2.98 0.36

Atom charges from the natural (NBO) analysis, given in e for atoms 1 to 2: Y 2.07; O -0.79


So what do the calculations give for total energy? Going down the list: -140703.397; -26020.355; -25321.861; -15527.789; -31901.317; -11785.742; -106386.636; -81846.195 eV.